1.
C27H41AsF3N2O11PRuSSi2Te | ωB97M-V/def2-TZVPD

Last column: Mulliken charge in e.
Atoms and positions in Å:
H1 -1.20967 3.56631 -2.98751  0.502
H2 5.25550 -0.29316 -0.52121  0.535
P1 -0.17363 1.68315 2.00794  -0.221
Si1 -0.01863 1.43061 -3.40822  0.350
O1 0.01463 2.48477 3.39339  -0.230
C1 4.49125 -0.52699 0.20701  -1.256
H3 -1.33632 4.93647 0.84677  0.271
H4 3.91044 -2.50472 -2.08024  0.288
C2 3.16168 -0.58036 -0.18207  -0.969
C3 -5.54237 1.40394 1.00872  -0.702
As1 0.28117 -0.50602 -2.11554  0.753
S1 -3.25377 -0.29410 1.37306  0.953
H5 2.55018 2.84121 4.32011  0.277
H6 3.97077 -1.24091 3.45052  0.474
C4 -1.52102 4.76516 1.90798  -1.241
H7 2.36719 1.98013 -4.00308  0.259
C5 -6.14879 1.76913 -1.30336  -0.658
Te1 1.32832 2.30860 0.29875  -0.354
C6 -2.80729 -0.05819 -1.01755  -1.051
H8 0.01607 -2.23284 -4.95367  0.297
C7 -1.52782 -3.59993 0.42699  -0.877
C8 3.00991 -3.00661 -2.44407  -1.096
C9 0.63470 1.87944 4.54011  0.018
O2 -1.39679 -2.76326 1.57925  0.073
C10 -5.00438 1.10131 -1.73625  -0.456
H9 1.64788 -1.30151 2.58016  0.717
O3 -3.94342 -1.56463 1.36979  -0.674
C11 -1.31663 2.53531 -2.63701  -0.394
H10 1.72793 3.04103 -2.74037  0.180
O4 0.41992 -2.76093 -0.58490  0.055
C12 2.47570 -1.08678 1.92352  -0.659
H11 -2.38436 3.22000 3.16574  0.295
H12 1.34600 3.80155 5.19136  0.297
C13 0.76173 -2.86179 -4.46054  -1.197
H13 -2.17538 -3.06852 -0.27392  0.167
C14 -4.12951 0.63024 -0.78414  0.152
H14 -5.75474 1.48068 2.06824  0.469
H15 1.34973 -3.38170 -5.22349  0.395
C15 -0.64096 0.85375 -5.07889  -1.207
H16 -7.29665 2.46053 0.37236  0.423
O5 -2.45279 -0.30847 -2.15769  -0.757
H17 0.81515 -5.05556 4.47739  0.379
H18 1.02178 0.89750 4.27730  0.032
C16 2.91979 -0.72172 -4.38682  -1.226
O6 -0.08626 -4.77601 4.26318  -0.514
C17 3.77280 -1.04480 2.40495  -1.629
H19 1.23926 3.28099 -4.42932  0.337
H20 -1.42401 0.10497 -4.92809  0.261
C18 4.79839 -0.76166 1.52765  0.683
F1 6.63492 -1.88080 2.48014  -0.258
N1 2.16561 -0.86418 0.64649  0.822
O7 0.17857 -4.98806 -0.49362  -0.797
H21 -0.56442 4.78200 2.42818  0.254
H22 -1.05929 1.68586 -5.65338  0.405
H23 3.62986 -1.32195 -4.96722  0.383
H24 -1.21334 2.53563 -1.54723  -0.317
O8 -0.12706 0.20992 2.34883  -0.823
H25 -0.13860 1.74051 5.29594  0.332
H26 -2.32243 2.17881 -2.87492  0.099
H27 0.15518 0.39086 -5.67042  0.262
C19 -6.40527 1.93293 0.05433  -0.592
Si2 1.84540 -1.84854 -3.32446  0.887
F2 6.31041 0.17619 3.06442  -0.260
H28 3.49577 -0.02066 -3.77337  0.276
C20 -0.19123 -3.83173 -0.26403  0.324
C21 -1.35649 -3.43166 2.79410  -0.691
N2 -2.09955 -0.23588 0.15129  0.818
H29 2.88692 -0.35602 -1.20193  0.915
H30 -3.19434 3.45266 1.61066  0.295
H31 -2.04395 -4.28355 2.80240  0.439
H32 -1.69470 -2.72350 3.55571  0.363
Ru1 0.09500 -0.52221 0.25337  1.703
C22 0.01461 -3.92790 3.21077  0.487
H33 -2.14754 5.57131 2.29869  0.405
O9 1.06847 -3.62232 2.73029  -0.499
O10 -2.83435 0.17725 2.66034  -0.624
C23 1.48069 2.52625 -3.67276  -0.922
C24 1.73262 2.79162 5.04072  -1.319
H34 2.31768 -0.13256 -5.08473  0.232
H35 2.11823 2.42073 5.99321  0.411
H36 -6.85053 2.15926 -2.03053  0.392
C25 -2.22643 3.43957 2.11110  -0.213
H37 0.23046 -3.60704 -3.86100  0.272
H38 3.30962 -3.79348 -3.14380  0.455
H39 -1.98620 -4.55010 0.70425  0.466
C26 6.21068 -0.68435 2.03509  0.668
H40 -4.79858 0.93735 -2.78730  0.533
F3 7.07058 -0.28184 1.08625  -0.291
C27 -4.40503 0.77274 0.55193  0.532
O11 -1.53274 2.33982 1.49509  0.528
H41 2.49811 -3.46853 -1.59727  0.121

## Properties
ΔE to the lowest compared entry with this formula, charge and spin	72.8	kJ/mol
2S+1	2
electronic energy	-168919.55650	eV
net charge	-1
E_LUMO (spin up / spin down)	2.26 / 1.94	eV
frontier orbital gap (spin up / spin down)	6.6528 / 6.6867	eV



2.
C27H41BF12N5O11S | ωB97M-V/def2-TZVPD

Last column: Mulliken charge in e.
Atoms and positions in Å:
H1 -2.17332 2.40302 -1.19044  0.224
H2 -2.28240 1.11723 1.45537  0.298
H3 2.66153 3.88812 2.62390  0.297
C1 -2.49426 0.60854 -0.69472  -0.211
H4 0.21048 -1.00171 -2.36367  0.323
O1 0.83282 -0.75613 -1.63261  -0.517
C2 -0.58064 -9.04909 -2.25913  -0.324
H5 -6.38224 -3.96528 -3.68006  0.333
O2 -4.81079 -4.00804 -1.54001  -0.281
H6 -1.27263 6.78690 -0.85156  0.239
F1 1.58243 6.55023 4.27576  -0.190
O3 -1.44320 -8.37109 -3.18658  -0.320
C3 -5.16420 -3.13638 0.62712  0.885
C4 -0.86211 -7.93231 -4.32103  0.404
F2 2.13600 -6.01134 -1.58003  -0.295
F3 3.65546 -5.71150 -0.07239  -0.256
H7 -4.73200 -6.02530 -2.10190  0.302
H8 -6.26517 -5.69413 -4.07510  0.364
C5 6.31465 5.20826 6.15399  -1.066
C6 -1.77852 6.26170 2.52440  -0.391
F4 -1.34019 -6.51890 -6.19115  -0.244
H9 -3.08667 6.98761 -1.08038  0.321
H10 2.84853 4.57452 1.09376  0.206
C7 1.82852 2.54413 -0.19688  -0.439
F5 -2.66588 -8.18631 -5.85753  -0.254
O4 -5.92087 -5.32897 -0.08657  -0.501
N1 -1.60607 5.16643 1.50917  0.312
H11 -3.00802 -0.39279 -0.93371  0.451
S1 3.35609 2.89282 -1.15164  -0.202
H12 -0.57502 -7.38999 -0.87946  0.276
H13 6.83154 5.99019 5.59208  0.303
C8 3.46656 -6.07817 -1.35710  0.951
C9 -1.60765 0.67005 0.63203  -0.494
F6 3.13568 8.03459 4.46702  -0.255
H14 -0.38730 7.94646 2.93180  0.250
H15 7.05357 4.61644 6.69725  0.371
H16 4.76724 5.04803 7.66780  0.306
H17 4.32883 -4.30308 -5.10650  0.330
C10 -1.94591 3.83363 2.08140  -0.869
N2 -2.69354 1.58203 -1.54832  -0.544
F7 3.79724 -7.37789 -1.43228  -0.242
H18 -0.97036 2.07664 3.20489  0.362
C11 4.35481 -3.07189 -3.32754  -0.180
H19 -7.05693 -5.15856 -2.58190  0.320
O5 5.30010 -5.52441 -2.84806  -0.499
B1 0.81768 0.68940 -1.67827  0.423
C12 -0.65063 3.01827 2.65037  -0.833
H20 0.16026 2.08739 -2.83337  0.354
C13 -2.25573 6.21174 -0.91874  -1.000
H21 -2.29717 5.45627 -1.77221  0.274
F8 1.69208 7.77824 6.04786  -0.262
C14 5.30748 5.81671 7.10944  -0.194
H22 -1.36365 -0.39309 0.99862  0.438
H23 -1.21899 -9.68717 -1.64440  0.328
H24 3.50374 4.27568 -1.32804  0.209
F9 -3.90244 -3.10603 1.11263  -0.253
C15 -1.89749 -7.27442 -5.22920  0.797
N3 2.15700 4.25649 1.79322  -0.298
H25 4.44543 -2.56271 -5.42358  0.385
C16 -2.63675 5.45681 0.45701  0.404
H26 -1.89324 8.40994 1.91176  0.294
C17 0.14103 -8.04796 -1.37929  -0.823
H27 -2.89991 6.45556 2.63916  0.411
O6 0.30218 -8.07449 -4.58538  -0.508
C18 3.99120 -3.31732 -4.77851  -1.130
H28 -0.00441 3.63772 3.35577  0.382
H29 2.90674 -3.29075 -4.91233  0.290
F10 -5.38001 -1.93187 0.05656  -0.241
O7 4.39743 6.67600 6.40247  -0.318
C19 4.26805 -5.20717 -2.32103  0.242
H30 0.73941 -8.55879 -0.62222  0.412
H31 5.82485 6.44108 7.84044  0.322
H32 -2.74813 3.86555 2.89110  0.186
N4 0.12822 2.58714 1.43759  0.411
C20 -1.06302 7.62582 2.07485  -1.030
H33 -4.08409 -4.85933 -3.24604  0.178
C21 1.38974 3.21467 1.11804  0.323
C22 -5.37037 -4.29340 -0.34692  0.315
N5 0.76008 1.56754 -0.45261  0.451
H34 0.12061 -9.70444 -2.78189  0.344
H35 -0.48510 7.51050 1.08973  0.216
C23 3.34288 6.07309 5.82437  0.335
H36 5.82212 4.56249 5.42289  0.282
C24 -0.29572 1.55029 0.51165  -0.198
C25 2.44129 7.10531 5.15249  0.905
C26 -6.22635 -4.96407 -3.26452  -1.140
F11 -5.97908 -3.20178 1.69200  -0.247
C27 -4.89712 -5.03770 -2.54006  -0.003
O8 -3.84972 5.15546 0.61818  -0.518
H37 0.80024 -7.41039 -1.97042  0.162
H38 4.02443 -2.07445 -3.02905  0.279
O9 3.13014 4.88779 5.86586  -0.536
F12 -2.74147 -6.46565 -4.55159  -0.207
H39 5.43588 -3.11306 -3.17139  0.326
H40 -2.34729 3.19973 1.20482  0.578
O10 3.67500 -4.00472 -2.47334  -0.256
H41 -1.40644 5.86059 3.53548  0.364
O11 0.81295 1.35322 -2.96947  -0.481

## Properties
2S+1	1
electronic energy	-102752.24934	eV
net charge	+1
E_LUMO	-3.52	eV
frontier orbital gap	8.6103	eV